Entry from OMol25: a molecular structure, C17H27Cl6F3N2O13 in a non-equilibrium geometry (wB97M-V/def2-TZVPD).

Output
LUMO energy   -1.1 eV
Orbital gap   9.27 eV
Energy above the lowest of the compared OMol25 structures with the same formula, charge and spin   9.075 eV
Calculated total energy   -130935.4488 eV
2S+1   1
Largest force on an atom   0.145 Eh/bohr
HOMO   -10.39 eV

Atoms and positions in Å:
C: 1.042 0.934 -3.502
N: 1.576 -0.104 -4.370
O: 1.270 -1.233 -4.110
O: 2.439 0.288 -5.171
H: 0.911 0.507 -2.508
H: 0.052 1.150 -3.904
H: 1.702 1.790 -3.361
C: -0.002 0.445 0.804
N: 0.653 0.597 -0.519
O: 0.861 -0.404 -1.171
O: 0.944 1.727 -0.808
H: 0.663 -0.189 1.391
H: -0.932 -0.092 0.622
H: -0.094 1.468 1.169
C: -3.832 0.911 1.228
C: -2.654 1.576 1.965
O: -2.404 0.620 2.944
C: -3.399 -0.240 3.023
O: -3.455 -1.219 3.682
O: -4.368 0.024 2.148
F: -3.225 2.704 2.359
H: -3.596 0.327 0.339
H: -4.497 1.688 0.849
H: -1.777 1.817 1.365
C: -1.774 -3.125 0.332
C: -1.930 -1.661 0.638
O: -3.337 -1.461 0.675
C: -3.919 -2.398 -0.035
O: -5.049 -2.349 -0.482
O: -3.011 -3.321 -0.348
F: -1.341 -0.915 -0.337
H: -1.773 -3.743 1.230
H: -0.917 -3.439 -0.263
H: -1.531 -1.337 1.599
C: 3.095 2.172 0.339
C: 3.651 0.825 0.017
O: 3.407 0.192 1.282
C: 2.484 0.857 1.986
O: 2.064 0.633 3.060
O: 2.177 1.913 1.305
F: 4.955 1.084 -0.055
H: 2.618 2.700 -0.487
H: 4.005 2.704 0.617
H: 3.323 0.289 -0.874
Cl: 4.137 -1.506 -3.086
C: 2.697 -1.587 -1.999
C: 2.465 -2.985 -1.440
Cl: 3.716 -3.457 -0.276
H: 1.792 -1.282 -2.523
H: 2.822 -0.861 -1.196
H: 2.455 -3.637 -2.313
H: 1.532 -2.978 -0.877
Cl: -1.798 0.563 -3.048
C: -2.081 -1.154 -2.799
C: -0.798 -1.974 -2.779
Cl: -1.198 -3.671 -2.506
H: -2.665 -1.536 -3.637
H: -2.711 -1.241 -1.914
H: -0.102 -1.493 -2.093
H: -0.225 -1.989 -3.706
Cl: -0.398 1.606 2.899
C: 0.651 3.007 3.224
C: 0.558 3.393 4.667
Cl: 1.598 4.829 4.776
H: 0.296 3.871 2.662
H: 1.685 2.802 2.944
H: 0.942 2.795 5.493
H: -0.444 3.773 4.866

Entry from OMol25: a molecular structure, C4H11NO3 in a non-equilibrium geometry (wB97M-V/def2-TZVPD).

Output
LUMO energy   7.1 eV
Orbital gap   6.36 eV
Energy above the lowest of the compared OMol25 structures with the same formula, charge and spin   1.442 eV
Calculated total energy   -11955.1582 eV
2S+1   1
Largest force on an atom   0.057 Eh/bohr
Total charge   -2
HOMO   0.69 eV

Atoms and positions in Å:
C: 0.511 -0.526 -0.718
O: 0.459 -0.434 -2.121
C: -0.082 0.769 -0.112
C: -0.436 0.910 1.382
C: -0.118 -0.356 2.473
O: -1.291 -0.753 2.971
N: 0.905 1.890 -0.437
H: 1.577 -0.682 -0.414
H: -0.139 -1.298 -0.301
H: -0.975 1.016 -0.698
H: -1.497 0.902 1.568
H: 0.179 1.752 1.712
H: 0.285 -1.208 1.824
H: 0.645 -0.011 3.229
H: 1.553 1.639 -1.180
H: 0.405 2.657 -0.880
H: -1.373 -2.426 -2.615
H: -0.022 -1.469 -2.515
O: -0.585 -2.372 -3.168

Entry from OMol25: a molecular structure, C36H32Br2IN2O11PSi2 in a non-equilibrium geometry (wB97M-V/def2-TZVPD).

Output
LUMO energy   -1.2 eV
Orbital gap   8.21 eV
Calculated total energy   -236581.2039 eV
2S+1   1
Largest force on an atom   0.208 Eh/bohr
HOMO   -9.42 eV

Atoms and positions in Å:
C: -2.480 4.308 -5.574
C: -1.707 5.329 -4.558
Br: -0.599 6.725 -5.553
C: -0.800 4.636 -3.390
Br: 1.081 5.421 -3.267
Si: -0.748 2.724 -3.359
C: 0.472 2.225 -1.920
C: -0.042 2.817 -0.442
C: 1.265 3.598 0.250
I: 2.910 2.260 0.787
C: -2.516 2.144 -2.725
O: -3.111 3.073 -1.753
N: -4.130 3.779 -2.273
O: -4.445 4.556 -1.354
O: -0.485 1.901 -4.864
Si: 1.049 2.238 -5.626
N: 1.183 3.936 -6.312
C: 2.035 3.801 -7.380
O: 2.930 3.623 -8.355
P: 2.829 1.647 -4.447
O: 3.552 2.869 -3.721
O: 4.007 1.074 -5.649
O: 2.552 0.267 -3.396
H: -3.290 3.614 -5.062
H: -3.101 4.995 -6.328
H: -1.736 3.698 -6.280
H: -2.561 5.976 -4.030
H: -1.295 4.967 -2.353
H: 1.543 2.672 -2.071
H: 0.466 1.045 -1.861
H: -0.328 1.966 0.307
H: -0.863 3.656 -0.564
H: 1.629 4.425 -0.529
H: 0.892 4.201 1.193
H: -3.274 1.975 -3.627
H: -2.453 1.081 -2.186
H: 1.097 1.372 -6.834
H: 3.870 1.618 -6.501
H: 3.346 0.140 -2.771
C: -4.659 2.326 1.799
C: -5.653 2.229 2.773
C: -5.732 1.092 3.579
C: -4.822 0.043 3.402
C: -3.844 0.129 2.412
C: -3.755 1.279 1.616
C: -2.910 -0.993 2.184
O: -2.049 -0.916 1.317
C: -3.036 -2.210 3.009
C: -2.195 -3.304 2.765
C: -2.297 -4.455 3.549
C: -3.231 -4.513 4.583
C: -4.074 -3.427 4.826
C: -3.982 -2.278 4.030
C: -4.902 -1.149 4.271
O: -5.727 -1.201 5.177
H: -4.591 3.216 1.178
H: -6.365 3.040 2.907
H: -6.507 1.025 4.341
H: -2.985 1.359 0.851
H: -1.461 -3.265 1.961
H: -1.647 -5.305 3.354
H: -3.307 -5.407 5.199
H: -4.804 -3.482 5.631
C: 5.678 -7.362 2.197
C: 6.596 -6.567 1.512
C: 6.369 -5.197 1.375
C: 5.213 -4.621 1.916
C: 4.283 -5.420 2.580
C: 4.522 -6.792 2.731
C: 3.036 -4.832 3.111
O: 2.220 -5.532 3.698
C: 2.783 -3.390 2.917
C: 1.579 -2.831 3.364
C: 1.337 -1.465 3.197
C: 2.298 -0.655 2.592
C: 3.496 -1.211 2.141
C: 3.734 -2.583 2.295
C: 4.989 -3.168 1.782
O: 5.832 -2.457 1.246
H: 5.860 -8.429 2.312
H: 7.491 -7.014 1.085
H: 7.092 -4.582 0.843
H: 3.807 -7.420 3.261
H: 0.825 -3.456 3.840
H: 0.399 -1.034 3.540
H: 2.113 0.409 2.468
H: 4.239 -0.573 1.665

Entry from OMol25: a molecular structure, C37H46BN6OS4Ti in a non-equilibrium geometry (wB97M-V/def2-TZVPD).

Output
LUMO energy (spin up / spin down)   -5.9 / -8.7 eV
Expectation value of S²   0.79
Orbital gap (spin up / spin down)   7.23 / 4.38 eV
Energy above the lowest of the compared OMol25 structures with the same formula, charge and spin   1.296 eV
Calculated total energy   -117222.9571 eV
2S+1   2
Largest force on an atom   0.042 Eh/bohr
Total charge   +2
HOMO (spin up / spin down)   -13.14 / -13.06 eV

Atoms and positions in Å:
Ti: 0.239 0.532 -0.052
C: 0.300 -1.863 -4.641
C: 0.080 -2.405 -3.275
C: 0.257 -3.731 -2.956
C: 0.092 -4.161 -1.620
N: -0.333 -3.333 -0.699
N: -0.549 -2.063 -0.987
B: -1.110 -1.128 0.065
N: -1.279 -1.743 1.461
N: -2.190 -2.703 1.540
C: -2.454 -3.283 2.680
C: -1.769 -2.893 3.858
C: -0.845 -1.882 3.808
C: -0.103 -1.398 4.998
C: -0.599 -1.281 2.537
S: 0.525 -0.004 2.411
C: -3.495 -4.375 2.713
C: -2.774 -5.717 2.909
C: -4.262 -4.397 1.390
C: -4.470 -4.150 3.879
N: -2.445 -0.526 -0.437
N: -3.207 -1.352 -1.138
C: -4.375 -0.975 -1.588
C: -4.868 0.323 -1.308
C: -4.085 1.204 -0.608
C: -4.470 2.606 -0.324
C: -2.801 0.753 -0.186
S: -1.718 1.826 0.590
C: -5.173 -1.996 -2.364
C: -5.708 -1.389 -3.668
C: -6.345 -2.431 -1.466
C: -4.285 -3.197 -2.694
C: -0.281 -1.538 -2.214
S: -0.323 0.168 -2.434
C: 0.415 -5.580 -1.216
C: -0.040 -5.825 0.221
C: 1.938 -5.751 -1.311
C: -0.280 -6.561 -2.171
H: 0.449 -2.668 -5.356
H: -0.546 -1.249 -4.953
H: 1.184 -1.219 -4.645
H: 0.527 -4.438 -3.721
H: -1.994 -3.383 4.791
H: -0.412 -1.932 5.891
H: 0.967 -1.531 4.845
H: -0.264 -0.331 5.143
H: -2.179 -5.965 2.035
H: -2.115 -5.693 3.773
H: -3.511 -6.501 3.063
H: -3.576 -4.518 0.556
H: -4.978 -5.215 1.387
H: -4.798 -3.459 1.259
H: -4.050 -4.482 4.823
H: -4.753 -3.105 3.972
H: -5.370 -4.734 3.704
H: -5.841 0.629 -1.659
H: -5.474 2.823 -0.669
H: -4.401 2.818 0.743
H: -3.769 3.273 -0.826
H: -6.343 -0.526 -3.492
H: -4.888 -1.087 -4.317
H: -6.298 -2.139 -4.189
H: -7.024 -1.604 -1.274
H: -6.904 -3.223 -1.955
H: -5.987 -2.808 -0.511
H: -3.454 -2.878 -3.318
H: -3.884 -3.639 -1.787
H: -4.855 -3.948 -3.233
H: 0.434 -5.116 0.896
H: -1.115 -5.697 0.289
H: 0.212 -6.836 0.532
H: 2.434 -5.131 -0.568
H: 2.193 -6.790 -1.126
H: 2.312 -5.473 -2.292
H: -1.337 -6.327 -2.278
H: 0.177 -6.555 -3.157
H: -0.198 -7.572 -1.780
C: 7.562 -5.074 5.122
C: 7.073 -4.896 3.739
O: 6.385 -5.598 3.079
S: 7.692 -3.258 3.061
C: 6.400 -2.609 2.066
C: 6.459 -1.227 1.823
C: 5.410 -0.588 1.206
C: 4.288 -1.325 0.796
C: 4.280 -2.720 0.960
C: 5.324 -3.361 1.582
C: 3.137 -0.704 0.277
C: 2.078 -0.226 -0.109
H: 7.202 -4.251 5.742
H: 8.652 -5.041 5.153
H: 7.212 -6.025 5.520
H: 7.327 -0.671 2.142
H: 5.429 0.479 1.042
H: 3.431 -3.280 0.595
H: 5.308 -4.432 1.701

Entry from OMol25: C3H8P2 in the gas phase in a non-equilibrium geometry (wB97M-V/def2-TZVPD).

Output
LUMO energy   0.0 eV
Orbital gap   8.36 eV
Energy above the lowest of the compared OMol25 structures with the same formula, charge and spin   1.197 eV
Calculated total energy   -21815.5687 eV
SMILES string   CC/P=C/P
2S+1   1
Largest force on an atom   0.078 Eh/bohr
HOMO   -8.40 eV

Atoms and positions in Å:
C: -1.219 -0.546 1.071
C: -1.174 0.079 -0.282
P: 0.552 -0.415 -1.118
C: 1.629 -0.203 0.265
P: 3.387 -0.196 0.334
H: -0.359 -0.400 1.779
H: -2.059 -0.060 1.606
H: -1.189 -1.628 1.020
H: -1.023 1.164 -0.257
H: -1.920 -0.433 -0.825
H: 1.180 0.038 1.187
H: 3.505 -1.318 1.216
H: 3.377 -0.768 -0.910